Molecular formula: C22H17AuF2N2O2S
Method: DFT, wB97M-V/def2-TZVPD

XYZ file:
```
47
Properties=species:S:1:pos:R:3:forces:R:3
Au -0.8969 0.7530 -0.7249 0.0 0.1 0.9
O 3.1380 1.2858 -1.5823 0.1 -0.1 0.1
S 1.9664 0.4684 -1.7083 -0.2 -0.5 0.2
O 0.8823 0.9186 -2.5631 0.7 -0.2 -0.5
N 1.2081 0.1641 -0.2986 -1.4 0.7 -2.5
C 1.6683 0.3012 0.9478 1.1 0.3 1.9
C 3.0036 0.4013 1.3381 -0.7 -0.1 -0.6
C 3.3587 0.4625 2.6820 -0.3 0.0 0.8
C 2.4122 0.4510 3.6820 0.4 0.1 -0.1
C 1.0465 0.4066 3.3483 -0.1 -0.2 -0.4
C 0.0064 0.4198 4.3003 -0.2 0.0 -0.1
C -1.3015 0.3680 3.8910 0.3 0.2 0.2
C -1.5782 0.3553 2.5195 0.2 0.0 0.0
N -0.6236 0.3387 1.6273 -0.7 -0.4 -0.3
C 0.6642 0.3332 1.9806 0.9 0.1 0.7
C 2.4214 -1.1643 -2.3067 -0.2 0.6 0.1
C 1.7664 -1.6314 -3.4286 -0.1 0.1 -0.1
C 2.0573 -2.8949 -3.9137 0.0 0.0 0.0
C 2.9967 -3.6801 -3.2656 0.0 -0.1 -0.1
C 3.6446 -3.2050 -2.1358 0.0 0.1 0.1
C 3.3603 -1.9377 -1.6515 0.1 0.0 0.1
H 3.7604 0.4449 0.5708 0.1 0.0 0.0
H 4.4058 0.5119 2.9474 0.0 0.0 0.0
H 2.6978 0.4854 4.7236 0.1 0.0 0.1
H 0.2570 0.4844 5.3496 0.0 -0.1 0.1
H -2.1147 0.3648 4.5962 -0.1 0.0 0.1
H -2.5900 0.3669 2.1409 -0.2 0.0 0.0
H 1.0407 -0.9888 -3.9020 -0.1 0.0 -0.1
H 1.5506 -3.2635 -4.7926 0.0 0.0 -0.1
H 3.2248 -4.6667 -3.6422 0.0 -0.1 0.0
H 4.3710 -3.8238 -1.6311 0.1 0.0 0.0
H 3.8603 -1.5523 -0.7764 0.1 0.0 0.1
C -5.7103 0.3668 -0.4259 -0.2 0.0 0.0
C -5.0683 1.5211 -0.0163 0.1 0.1 0.1
C -3.6942 1.6378 -0.1720 -0.2 0.1 0.0
C -2.9582 0.6149 -0.7478 0.9 1.3 0.0
C -3.6096 -0.5292 -1.1738 0.4 -0.2 -0.2
C -4.9821 -0.6548 -1.0076 0.1 0.0 0.0
H -6.7773 0.2666 -0.2943 -0.1 0.0 0.0
H -5.6243 2.3356 0.4265 -0.1 0.0 0.0
H -3.2013 2.5389 0.1631 0.0 0.1 0.0
H -3.0565 -1.3349 -1.6393 0.0 -0.1 0.0
H -5.4720 -1.5587 -1.3357 -0.1 -0.1 0.0
F -0.4208 3.4256 0.7195 -0.1 -0.8 -0.7
C -0.4725 3.0605 -0.5933 -0.2 0.4 0.1
F 0.6841 3.4474 -1.1506 -0.5 -0.7 0.2
H -1.3034 3.5869 -1.0727 0.0 -0.3 0.0
```
Forces are in eV/Å.

## Properties
ΔE to the lowest compared entry with this formula, charge and spin   76.3 kJ/mol
Strongest force on any atom   3.0 eV/A
Frontier orbital gap (alpha / beta)   6.11 / 5.86 eV
2S+1   1
Molecular weight   608.4 g mol⁻¹

Atom charges from the Mulliken analysis, given in e for atoms 1 to 8: 0.34 -0.67 1.40 -0.66 -0.49 0.29 -0.58 -1.00